1.
The following is a quantum chemistry calculation of a cluster of 10 separate species, C18H46N2O8S2 in total, from the Open Molecules 2025 dataset.

```
76
Properties=species:S:1:pos:R:3:forces:R:3
C -6.011 -14.460 17.874 0.494 -0.532 0.705
O -4.641 -14.612 18.364 -0.891 0.489 -1.177
H -6.077 -14.113 16.843 0.828 0.189 0.086
H -6.529 -15.419 17.850 -0.029 -0.113 0.293
H -6.571 -13.754 18.489 0.005 -0.022 0.103
H -4.621 -15.076 19.205 -0.400 -0.012 0.001
C -2.482 -20.275 19.380 0.273 -0.402 -2.874
O -1.592 -20.135 20.404 0.680 0.469 2.609
H -3.441 -19.771 19.496 0.165 -0.060 0.594
H -1.983 -19.843 18.513 -0.405 0.489 -0.527
H -2.628 -21.293 19.018 -0.391 -0.372 0.580
H -0.976 -20.860 20.527 -0.332 -0.111 -0.365
C -2.712 -15.503 24.314 2.430 0.059 2.052
O -3.333 -16.302 23.412 -1.677 -0.902 -1.976
H -3.038 -14.473 24.460 -0.502 -0.267 -0.522
H -2.704 -16.035 25.265 -0.264 0.459 0.706
H -1.655 -15.520 24.049 0.406 0.871 0.088
H -2.709 -17.023 23.292 -0.394 -0.233 -0.384
C -6.620 -22.268 23.217 -0.135 0.448 0.615
O -6.955 -20.841 23.123 0.460 -1.716 -0.064
H -7.057 -22.901 22.446 -0.120 0.485 -0.357
H -5.549 -22.468 23.249 0.131 0.354 -0.260
H -6.980 -22.673 24.163 -0.263 0.309 0.112
H -6.141 -20.398 22.875 -0.068 0.127 -0.048
C -11.524 -16.317 18.965 0.400 1.123 -0.990
O -11.872 -15.911 17.615 -0.411 -0.475 0.807
H -10.839 -17.152 18.814 -0.147 0.070 0.497
H -11.039 -15.445 19.404 0.594 -0.271 0.303
H -12.346 -16.522 19.651 -0.343 -0.511 -0.464
H -12.413 -15.123 17.702 -0.094 0.083 -0.164
C -1.188 -16.989 12.406 -0.923 0.369 0.527
O -0.657 -18.290 12.323 0.460 0.138 -0.370
H -0.543 -16.187 12.046 0.255 -0.156 -0.164
H -2.127 -16.930 11.854 0.107 -0.205 -0.155
H -1.440 -16.784 13.446 -0.030 0.296 0.163
H 0.254 -18.186 12.610 0.129 -0.443 0.003
N -4.817 -4.150 21.128 0.445 -1.181 0.130
C -3.530 -4.475 20.945 2.861 2.016 -1.061
C -3.307 -5.808 20.903 0.925 0.230 -0.421
C -4.559 -6.414 21.025 0.113 -0.074 0.528
C -5.410 -5.369 21.233 -3.630 -0.467 -0.217
H -5.200 -3.218 21.061 -0.131 -0.544 0.189
H -2.820 -3.732 20.612 0.078 0.205 0.473
H -2.323 -6.213 20.716 -0.202 -0.234 0.011
H -4.728 -7.479 20.969 -0.447 0.208 0.244
H -6.483 -5.395 21.346 -0.012 -0.162 0.119
N -10.906 -15.029 11.180 2.445 -1.045 -1.829
C -9.759 -15.720 10.646 -0.742 0.978 1.432
C -9.841 -15.758 9.299 -0.129 -1.160 0.272
C -11.121 -15.274 8.953 0.329 1.225 -0.691
C -11.653 -14.685 10.063 -1.149 -0.932 0.604
H -11.145 -15.111 12.158 -0.262 0.491 -0.397
H -8.942 -16.088 11.249 -0.284 0.162 0.311
H -9.093 -16.230 8.679 -0.174 0.077 -0.116
H -11.527 -15.274 7.952 -0.061 0.357 0.104
H -12.580 -14.132 10.113 0.026 -0.155 0.320
C -12.214 -8.682 18.569 -0.489 0.160 -0.657
S -13.519 -9.117 17.283 1.091 0.912 1.949
O -14.018 -10.452 17.632 -0.342 -0.922 -0.239
C -14.697 -7.996 18.073 -0.074 0.371 -0.050
H -11.987 -7.650 18.302 0.758 -0.131 -0.124
H -11.397 -9.403 18.542 0.106 0.341 -0.441
H -12.550 -8.632 19.604 -0.661 -0.349 -0.147
H -15.565 -7.938 17.417 -0.185 -0.164 0.399
H -14.343 -6.984 18.272 0.327 0.017 -0.442
H -14.858 -8.430 19.060 -0.520 -0.251 -0.246
C -1.182 -9.291 15.581 0.982 0.888 0.993
S 0.608 -9.148 15.765 1.712 -0.989 1.313
O 1.021 -8.190 16.876 -1.218 -1.092 -1.311
C 0.897 -10.843 16.508 0.026 0.175 0.518
H -1.569 -9.435 16.590 -0.371 -0.154 -0.209
H -1.404 -10.086 14.869 -0.106 0.268 0.042
H -1.357 -8.266 15.256 -0.839 -0.254 -0.323
H 0.279 -11.034 17.386 -0.430 0.552 -0.003
H 1.905 -10.851 16.922 0.162 0.204 -0.437
H 0.751 -11.722 15.881 0.074 0.401 -0.573
```
Positions in Å, forces in eV/Å.

Its multiplicity is 1. The gap between HOMO and LUMO is 8.40 eV. Its charge is 0. The calculation puts the LUMO energy at 0.257 eV. As for the HOMO energy: -0.29942 Ha. For the total energy, the calculation gives -2220.9242 Eh.



2.
The following is a quantum chemistry calculation of a cluster of 3 separate species, C2H12NO3 in total, from the Open Molecules 2025 dataset.

```
18
Properties=species:S:1:pos:R:3:forces:R:3
C -0.756 -1.113 1.008 1.595 -1.352 2.193
O 0.131 -2.246 0.783 -0.704 0.656 -0.809
C 0.107 0.070 1.395 0.566 0.713 -0.449
N 0.647 0.691 0.114 -0.210 -1.145 -0.733
H -1.438 -0.929 0.185 -0.295 0.065 0.035
H -1.182 -1.427 1.967 -1.145 0.678 -0.388
H -0.454 -3.013 0.885 0.537 -0.026 -0.208
H 0.994 -0.207 1.958 -0.174 -0.459 0.094
H -0.422 0.808 1.996 -0.111 0.131 -0.358
H -0.043 1.296 -0.356 -0.039 0.350 0.168
H 1.563 1.138 0.098 -0.095 0.288 0.612
H 0.790 -0.134 -0.481 0.180 0.226 -0.327
H 0.865 -1.502 -2.485 0.515 -0.128 -0.466
H 2.052 -1.423 -3.470 0.266 -0.449 -0.929
O 1.726 -1.088 -2.651 -0.925 0.570 1.534
H -1.773 2.888 0.421 -0.158 0.110 0.106
H -1.512 3.472 -0.975 0.199 -0.554 0.302
O -1.294 2.718 -0.393 -0.003 0.325 -0.378
```
Positions in Å, forces in eV/Å.

Its multiplicity is 1. The gap between HOMO and LUMO is 11.80 eV. Its charge is +1. The relative energy (zero: lowest compared OMol25 entry of this formula, charge and spin) is 0.8319 eV. The calculation puts the LUMO energy at -3.071 eV. As for the HOMO energy: -0.54655 Ha. For the total energy, the calculation gives -363.6203 Eh.



3.
The following is a quantum chemistry calculation of a structure of composition C29H70N13OTi, from the Open Molecules 2025 dataset.

```
114
Properties=species:S:1:pos:R:3:forces:R:3
Ti 0.093 -0.280 0.472 -0.238 -0.098 0.292
C 1.447 -1.448 5.069 0.023 0.037 0.041
N 1.072 -1.860 3.715 -0.012 -0.008 -0.041
C 2.023 -2.787 3.099 -0.047 -0.010 0.006
C -0.257 -1.909 3.326 0.165 -0.149 0.020
N -0.552 -1.635 2.048 0.059 0.100 -0.108
C -1.716 -2.343 1.483 -0.175 -0.140 -0.151
C -2.772 -1.387 0.953 0.093 -0.074 0.112
N -2.142 -0.295 0.153 -0.044 -0.011 -0.122
C -2.346 -0.512 -1.294 -0.012 -0.166 -0.115
C -1.599 -1.736 -1.747 -0.054 0.081 0.056
N -0.194 -1.680 -1.269 -0.027 -0.204 0.079
C 0.609 -2.492 -1.989 0.105 0.195 0.014
N 0.525 -2.582 -3.329 0.095 0.011 -0.083
C 0.706 -3.836 -4.068 -0.023 -0.063 -0.001
C 0.146 -1.458 -4.173 -0.020 0.062 -0.010
N 1.570 -3.232 -1.371 -0.113 -0.129 -0.056
C 1.247 -4.048 -0.201 0.014 0.072 0.012
C 2.780 -3.677 -2.060 0.037 -0.023 -0.019
C -2.738 1.005 0.527 0.012 0.081 0.073
C -2.032 1.472 1.770 -0.035 0.016 0.002
N -0.592 1.513 1.432 0.181 0.168 -0.096
C 0.017 2.604 1.939 -0.020 0.028 0.060
N 0.907 3.301 1.177 -0.026 -0.006 -0.011
C 0.633 3.560 -0.235 -0.047 -0.002 -0.017
C 1.879 4.219 1.766 0.036 0.009 -0.003
N -0.219 3.025 3.191 0.014 -0.026 -0.046
C -0.580 2.097 4.258 -0.032 -0.036 0.013
C -0.343 4.441 3.566 -0.024 0.065 0.022
N -1.150 -2.243 4.266 -0.009 0.047 0.002
C -0.844 -3.225 5.317 0.051 0.006 0.045
C -2.523 -1.754 4.327 -0.044 -0.020 -0.056
H 2.357 -0.847 5.008 -0.005 -0.009 0.014
H 1.657 -2.293 5.727 -0.018 -0.009 -0.017
H 0.659 -0.842 5.509 -0.005 0.005 0.011
H 2.195 -3.648 3.751 -0.011 -0.006 0.001
H 2.991 -2.309 2.938 0.004 0.026 0.015
H 1.627 -3.137 2.152 0.038 0.042 0.038
H -2.152 -3.048 2.191 -0.030 0.077 -0.024
H -1.360 -2.944 0.645 0.033 -0.023 0.055
H -3.331 -0.941 1.773 0.028 0.041 0.010
H -3.498 -1.928 0.342 0.001 0.025 0.003
H -1.968 0.365 -1.827 0.025 -0.022 0.036
H -3.414 -0.617 -1.515 0.022 0.077 0.003
H -1.688 -1.776 -2.830 0.010 -0.073 0.050
H -2.076 -2.647 -1.370 0.002 0.036 0.002
H 0.726 -4.683 -3.389 0.020 0.002 0.020
H 1.610 -3.825 -4.676 0.008 0.002 0.009
H -0.150 -3.962 -4.731 0.002 -0.002 0.003
H 0.050 -0.557 -3.572 -0.020 -0.005 0.000
H -0.800 -1.642 -4.687 0.008 -0.010 0.000
H 0.913 -1.316 -4.937 0.009 -0.009 0.004
H 0.823 -5.010 -0.502 0.001 0.004 0.007
H 0.547 -3.524 0.442 -0.041 -0.041 -0.030
H 2.166 -4.251 0.348 -0.013 0.008 0.010
H 2.971 -3.070 -2.940 -0.007 0.027 -0.008
H 2.729 -4.723 -2.366 -0.019 -0.002 -0.001
H 3.620 -3.581 -1.369 0.006 0.004 0.002
H -3.819 0.915 0.663 0.007 0.005 0.006
H -2.559 1.721 -0.277 0.003 -0.055 -0.004
H -2.232 0.790 2.597 -0.003 -0.023 0.049
H -2.397 2.458 2.065 -0.015 -0.020 -0.001
H 1.559 3.515 -0.816 0.012 -0.010 0.003
H -0.073 2.833 -0.626 0.030 0.032 -0.007
H 0.227 4.566 -0.366 0.000 0.002 0.008
H 2.119 3.921 2.784 0.014 -0.002 -0.009
H 1.532 5.253 1.769 0.016 -0.005 -0.005
H 2.790 4.190 1.166 0.006 -0.008 -0.012
H -0.329 1.078 3.966 -0.002 -0.014 -0.023
H -1.642 2.156 4.502 -0.009 -0.002 -0.021
H -0.014 2.365 5.151 -0.003 -0.006 -0.006
H -0.392 5.070 2.683 -0.014 -0.011 0.007
H 0.473 4.764 4.212 0.004 0.000 -0.003
H -1.279 4.563 4.112 -0.001 -0.016 -0.003
H 0.066 -3.767 5.085 0.022 0.001 0.003
H -1.662 -3.944 5.352 -0.002 0.014 -0.007
H -0.760 -2.750 6.295 0.000 -0.009 -0.007
H -2.619 -0.830 3.769 0.000 0.047 -0.047
H -2.762 -1.552 5.371 0.010 0.010 0.001
H -3.241 -2.487 3.958 -0.009 0.000 0.002
N 5.810 2.325 -0.581 0.077 0.015 -0.003
C 4.940 1.116 -0.302 -0.122 -0.040 0.028
C 4.009 1.349 0.885 0.063 -0.020 0.011
C 3.360 0.000 1.283 0.066 -0.009 -0.033
N 1.973 0.201 1.777 -0.069 0.016 -0.034
C 3.324 -0.961 0.097 0.040 0.030 -0.042
C 2.971 -0.217 -1.185 0.017 -0.063 0.017
N 1.648 0.464 -1.038 -0.032 0.145 -0.098
C 4.127 0.750 -1.549 0.004 0.033 0.008
H 6.394 2.563 0.229 -0.028 -0.001 -0.055
H 5.264 3.156 -0.826 0.019 -0.031 0.014
H 6.449 2.143 -1.364 -0.025 0.025 0.032
H 5.654 0.328 -0.059 0.009 0.011 -0.012
H 3.232 2.065 0.597 -0.010 0.032 0.004
H 4.540 1.772 1.740 -0.006 0.013 0.004
H 3.973 -0.434 2.076 -0.038 -0.011 0.002
H 1.874 1.144 2.142 0.000 -0.020 -0.007
H 1.777 -0.426 2.564 0.047 -0.023 0.034
H 2.599 -1.753 0.291 -0.019 -0.024 0.006
H 4.288 -1.457 -0.031 0.001 -0.020 0.010
H 2.863 -0.935 -1.995 -0.020 0.006 0.002
H 1.159 0.467 -1.933 0.004 0.065 0.020
H 1.786 1.451 -0.833 -0.033 -0.045 0.065
H 3.714 1.658 -2.003 0.007 0.006 -0.015
H 4.774 0.289 -2.297 -0.003 -0.008 -0.009
C -0.984 4.008 -4.056 -0.004 -0.031 0.038
C -1.421 2.838 -3.207 -0.064 0.070 -0.002
O -0.358 1.868 -3.028 0.071 -0.093 -0.039
H -1.801 4.722 -4.162 -0.019 0.013 -0.002
H -0.710 3.682 -5.061 0.011 0.001 -0.020
H -0.133 4.524 -3.611 0.016 0.010 -0.004
H -2.291 2.343 -3.645 0.005 -0.012 0.012
H -1.696 3.164 -2.202 0.001 -0.012 0.014
H -0.066 1.644 -3.920 0.038 0.071 0.001
```
Positions in Å, forces in eV/Å.

Its multiplicity is 2. The gap between HOMO and LUMO (spin up / spin down) is 8.43 / 9.13 eV. Its charge is +4. The relative energy (zero: lowest compared OMol25 entry of this formula, charge and spin) is 0.0824 eV. The calculation puts the LUMO energy (spin up / spin down) at -10.012 / -9.650 eV. As for the HOMO energy (spin up / spin down): -0.67774 / -0.69006 Ha. For the total energy, the calculation gives -2782.3188 Eh.